No. 1
Below is C4H7NO2 in the gas phase in a non-equilibrium geometry, with properties calculated with ωB97M-V with the def2-TZVPD basis set.

Last column: natural (NBO) charge in e.
Positions of all 14 atoms, in Å:
1 N -0.11402 0.69163 1.45129  -0.82
2 C -0.79709 0.20108 0.15386  -0.16
3 C -1.27616 -1.27933 0.32572  0.45
4 O -1.31358 -2.01306 1.23716  -0.51
5 C 0.15463 0.07604 -1.12784  -0.54
6 C 1.43771 0.78047 -0.76551  0.41
7 O 2.07601 1.53883 -1.47462  -0.52
8 H 0.15396 -0.20915 2.06575  0.37
9 H -0.99037 0.89941 1.81408  0.35
10 H -1.79681 0.78453 0.06104  0.23
11 H -1.62369 -1.71874 -0.67765  0.08
12 H 0.42283 -0.97903 -1.46570  0.25
13 H -0.28130 0.55285 -1.97144  0.25
14 H 1.69959 0.95295 0.39732  0.16

Atoms 1-2, force components in eV/Å:
0.294 -3.261 -0.792
0.259 -1.975 0.919

Its molar mass is 101.10 g/mol. The HOMO energy comes out at -9.37 eV. The total energy comes out at -9843.940 eV. The energy above the lowest of the compared OMol25 structures with the same formula, charge and spin is 322.3 kJ/mol. For the LUMO energy, the calculation gives 0.0253 Eh. Its total charge is 0. Its structure (SMILES) is N[C@H](C=O)CC=O.

---

No. 2
Below is C4H7NO2 in the gas phase in a non-equilibrium geometry, with properties calculated with ωB97M-V with the def2-TZVPD basis set.

Last column: natural (NBO) charge in e.
Positions of all 14 atoms, in Å:
1 C 1.12496 1.59861 0.28857  -0.68
2 C 0.00459 0.59101 0.35581  0.16
3 C -1.04173 0.63737 -0.64673  -0.15
4 O -0.04782 -0.30103 -1.08796  -0.48
5 C 0.24662 -1.17400 0.33596  0.77
6 O 1.35129 -1.48881 0.69275  -0.64
7 N -0.82441 -2.05459 0.43981  -0.88
8 H 1.19550 2.12508 -0.67894  0.22
9 H 0.97889 2.35344 1.07030  0.24
10 H 2.07944 1.11028 0.49196  0.25
11 H -2.01363 0.20935 -0.41435  0.19
12 H -1.06272 1.45938 -1.35805  0.20
13 H -0.57658 -2.93704 0.87814  0.40
14 H -1.41442 -2.12906 -0.36726  0.39

Atoms 1-2, force components in eV/Å:
0.000 -0.333 0.294
0.538 -1.618 -1.205

Its molar mass is 101.10 g/mol. The HOMO energy comes out at -9.16 eV. The total energy comes out at -9842.959 eV. The energy above the lowest of the compared OMol25 structures with the same formula, charge and spin is 416.9 kJ/mol. For the LUMO energy, the calculation gives 0.0310 Eh. Its total charge is 0.

---

No. 3
Below is C4H7NO2 in the gas phase in a non-equilibrium geometry, with properties calculated with ωB97M-V with the def2-TZVPD basis set.

Last column: natural (NBO) charge in e.
Positions of all 14 atoms, in Å:
1 O 2.15592 1.42746 -0.86926  -0.60
2 C 1.91931 0.30967 -0.46414  0.54
3 N 0.88622 -0.02292 0.34975  -0.44
4 C 0.01115 -1.20112 0.15587  -0.24
5 C -1.21206 -0.25261 0.17430  0.08
6 O -1.60035 -0.01719 -1.16378  -0.71
7 C -0.24706 0.82712 0.69452  -0.25
8 H 2.56090 -0.57203 -0.67673  0.11
9 H 0.29394 -1.74394 1.04511  0.21
10 H 0.07150 -1.75718 -0.79020  0.22
11 H -2.08409 -0.50423 0.79107  0.17
12 H -2.19212 0.74930 -1.16606  0.47
13 H -0.33796 0.99395 1.77570  0.20
14 H -0.22531 1.76372 0.14382  0.22

Atoms 1-2, force components in eV/Å:
0.205 -0.151 0.265
-0.020 0.263 -0.161

Its molar mass is 101.10 g/mol. The HOMO energy comes out at -9.45 eV. The total energy comes out at -9845.224 eV. The energy above the lowest of the compared OMol25 structures with the same formula, charge and spin is 198.3 kJ/mol. For the LUMO energy, the calculation gives 0.0269 Eh. Its total charge is 0. Its structure (SMILES) is O=CN1CC(O)C1.

---

No. 4
Below is 2 unconnected molecules or ions with the total composition C4H7NO2, with properties calculated with ωB97M-V with the def2-TZVPD basis set.

Last column: natural (NBO) charge in e.
Positions of all 14 atoms, in Å:
1 C -0.78648 0.69256 -0.93658  -0.28
2 C 0.12074 1.64160 -0.74480  0.11
3 O 1.40855 1.37230 -0.31382  -0.49
4 C 1.62467 0.09448 0.09616  0.40
5 N 0.87296 -0.90808 -0.03440  -0.49
6 C -0.39067 -0.75254 -0.74614  -0.29
7 H -1.79955 0.96666 -1.22376  0.23
8 H -0.02120 2.70473 -0.89793  0.20
9 H 2.59225 -0.00602 0.57338  0.18
10 H -0.28032 -1.24970 -1.71753  0.20
11 H -1.13027 -1.31207 -0.17013  0.23
12 O -1.05336 -1.30565 2.15252  -0.95
13 H -0.23311 -1.58896 1.71815  0.48
14 H -0.92421 -0.34933 2.24488  0.46

Atoms 1-2, force components in eV/Å:
0.279 0.077 0.159
-0.316 -0.056 -0.110

Its molar mass is 101.10 g/mol. The HOMO energy comes out at -9.25 eV. The total energy comes out at -9845.399 eV. The energy above the lowest of the compared OMol25 structures with the same formula, charge and spin is 181.4 kJ/mol. For the LUMO energy, the calculation gives 0.0280 Eh. Its total charge is 0. Its structure (SMILES) is C1=COC=NC1.O.

---

- Which formula does entry 2 have?
  C4H7NO2

---

Please write out number 2 again, unchanged.
Below is C4H7NO2 in the gas phase in a non-equilibrium geometry, with properties calculated with ωB97M-V with the def2-TZVPD basis set.

Last column: natural (NBO) charge in e.
Positions of all 14 atoms, in Å:
1 C 1.12496 1.59861 0.28857  -0.68
2 C 0.00459 0.59101 0.35581  0.16
3 C -1.04173 0.63737 -0.64673  -0.15
4 O -0.04782 -0.30103 -1.08796  -0.48
5 C 0.24662 -1.17400 0.33596  0.77
6 O 1.35129 -1.48881 0.69275  -0.64
7 N -0.82441 -2.05459 0.43981  -0.88
8 H 1.19550 2.12508 -0.67894  0.22
9 H 0.97889 2.35344 1.07030  0.24
10 H 2.07944 1.11028 0.49196  0.25
11 H -2.01363 0.20935 -0.41435  0.19
12 H -1.06272 1.45938 -1.35805  0.20
13 H -0.57658 -2.93704 0.87814  0.40
14 H -1.41442 -2.12906 -0.36726  0.39

Atoms 1-2, force components in eV/Å:
0.000 -0.333 0.294
0.538 -1.618 -1.205

Its molar mass is 101.10 g/mol. The HOMO energy comes out at -9.16 eV. The total energy comes out at -9842.959 eV. The energy above the lowest of the compared OMol25 structures with the same formula, charge and spin is 416.9 kJ/mol. For the LUMO energy, the calculation gives 0.0310 Eh. Its total charge is 0.

---

- Which value of total charge does entry 2 give?
  0